[1]
{"formula": "CH12N4P2Si", "method": "wB97M-V/def2-TZVPD", "symbols": ["N", "P", "C", "P", "N", "N", "H", "H", "H", "H", "H", "H", "H", "N", "Si", "H", "H", "H", "H", "H"], "positions_angstrom": [[0.46068, -2.47152, -1.16253], [0.81906, -2.28484, 0.52193], [1.27300, -0.65404, 0.75033], [2.24288, 0.40708, -0.38480], [3.47563, 0.83571, 0.81966], [1.20169, 1.79143, -0.26158], [0.32489, -3.44692, -1.58346], [1.02035, -1.94140, -1.76487], [1.24713, -0.36738, 1.77055], [3.74064, 0.03081, 1.36215], [4.14619, 1.33409, 0.41479], [0.66790, 1.70928, 0.58610], [1.63239, 2.73255, -0.26940], [-1.93057, 0.29309, 0.97443], [-3.13687, -0.36705, -0.08068], [-1.07367, 0.68461, 0.57961], [-2.09348, 0.54142, 2.01563], [-4.06968, 0.13548, -1.04736], [-4.03512, -0.63665, 1.00053], [-2.22236, -1.11068, -0.86502]], "forces_ev_per_angstrom": [[-0.1, -2.6, 1.1], [-0.8, 1.4, -0.8], [0.5, -2.2, -1.9], [-0.4, 0.6, 1.1], [-4.7, -2.6, 1.2], [0.2, 0.5, -0.3], [0.4, 1.9, 1.3], [0.7, 1.2, -1.2], [0.2, 0.2, 1.1], [0.6, 0.1, 0.0], [3.9, 2.1, -1.7], [-0.1, 0.3, 0.4], [-0.2, -1.0, -0.2], [-0.1, 1.4, 1.8], [0.9, 0.7, 1.6], [-0.4, -0.3, 0.5], [0.3, -0.4, -2.8], [-0.4, 1.1, -0.7], [-0.8, -1.2, 0.5], [0.3, -1.4, -0.8]], "mulliken_charge": [-0.49, 0.05, -0.62, 0.20, -0.58, -0.59, 0.25, 0.24, 0.61, 0.25, 0.20, 0.23, 0.28, -0.32, 0.39, 0.08, 0.24, -0.15, -0.15, -0.14], "e_above_lowest_kj_mol": 104.3, "homo_energy_ev": -8.6, "molar_mass_g_mol": 170.2, "homo_lumo_gap_ha": 0.316, "smiles": "N/P=C\\P(N)N.N[SiH3]", "energy_ha": -1236.46366, "e_lumo_ev": 0.01}

***

[2]
{"formula": "CH12O4", "method": "wB97M-V/def2-TZVPD", "symbols": ["C", "H", "H", "H", "H", "H", "H", "O", "H", "H", "O", "H", "H", "O", "H", "H", "O"], "positions_angstrom": [[-3.82382, 0.05255, -2.48856], [-4.46078, 0.76463, -3.02503], [-2.77918, 0.37869, -2.35375], [-3.96132, -0.97338, -2.81365], [-4.39368, 0.12597, -1.55161], [2.56386, 2.39473, 1.50140], [2.41867, 0.95064, 0.98203], [1.94850, 1.64446, 1.47527], [0.44748, -0.00414, -0.48382], [1.74876, -0.88207, -0.65296], [0.85943, -0.88026, -0.28128], [0.78742, -2.15335, 1.06958], [0.28186, -2.79272, 2.41515], [1.06818, -2.58283, 1.90310], [0.52937, 1.94328, 0.09326], [-0.68878, 2.30657, -0.81942], [-0.08282, 1.58843, -0.58807]], "forces_ev_per_angstrom": [[-1.0, 0.7, 1.0], [0.7, -0.2, -0.9], [-0.6, -0.2, -0.2], [0.3, 0.1, -0.4], [0.7, -0.3, 0.4], [0.1, 0.1, -0.1], [0.1, 0.0, 0.0], [-0.3, 0.0, 0.1], [0.2, -0.5, 0.0], [-0.1, 0.3, -0.1], [-0.2, -0.2, -0.2], [0.0, 0.3, 0.4], [0.0, 0.2, -0.2], [0.0, -0.4, 0.0], [0.0, 0.0, 0.0], [0.1, -0.1, 0.0], [0.0, 0.3, 0.0]], "mulliken_spin": [0.16, -0.06, 0.01, 0.00, -0.04, -0.47, -0.02, 0.77, -0.33, -0.13, 0.87, -0.10, -0.04, 0.16, -0.10, -0.31, 0.64], "e_above_lowest_kj_mol": 19.0, "s2": 0.750, "homo_energy_ev": [0.7, -7.5], "molar_mass_g_mol": 88.1, "homo_lumo_gap_ha": [0.102, 0.399], "energy_ha": -346.21385, "total_charge": -1, "e_lumo_ev": [3.50, 3.39], "multiplicity": 2}

***

[3]
{"formula": "CH12O4", "method": "wB97M-V/def2-TZVPD", "symbols": ["C", "H", "H", "H", "H", "O", "H", "H", "O", "H", "H", "O", "H", "H", "O", "H", "H"], "positions_angstrom": [[1.73774, 2.18974, -1.28659], [0.91738, 2.69304, -1.88224], [1.87858, 2.85865, -0.39706], [1.57648, 1.21917, -0.71873], [2.60497, 2.07188, -2.01005], [0.35728, -2.35473, 1.14852], [0.04059, -3.25553, 0.97904], [0.78804, -2.20958, 0.31409], [-2.06474, 0.68889, -0.03699], [-1.18260, 0.59213, 0.33382], [-2.06629, 1.47527, -0.52844], [-1.87238, -1.88556, -0.96290], [-2.68103, -2.26344, -1.40642], [-2.12543, -0.90682, -0.93405], [0.51752, -0.00830, 2.38417], [0.69318, -0.67788, 1.81576], [0.88069, -0.22693, 3.18806]], "forces_ev_per_angstrom": [[0.2, 0.2, 0.5], [0.4, -1.3, 0.8], [0.7, -0.1, -1.1], [-0.5, 0.9, -1.5], [-0.8, 0.4, 1.4], [0.0, -1.1, -0.1], [-0.3, 0.3, 0.5], [0.4, 0.5, -0.8], [-0.2, -1.6, 0.8], [0.1, 0.1, 0.2], [0.1, 1.8, -1.0], [-2.0, 0.9, -1.1], [1.4, 0.3, 0.7], [0.7, -1.5, 0.4], [-2.0, 4.6, -0.2], [0.6, -3.4, -2.3], [1.2, -0.8, 2.8]], "mulliken_charge": [-0.80, 0.21, 0.25, 0.10, 0.25, -0.67, 0.30, 0.29, -0.69, 0.33, 0.31, -0.63, 0.31, 0.38, -0.56, 0.34, 0.27], "e_above_lowest_kj_mol": 131.6, "homo_energy_ev": -10.8, "molar_mass_g_mol": 88.1, "homo_lumo_gap_ha": 0.421, "smiles": "C.O.O.O.O", "energy_ha": -346.21406, "e_lumo_ev": 0.61}